{"formula": "C11H16N2OS", "method": "the ωB97M-V functional and the def2-TZVPD basis", "gap_ha": [0.173, 0.110], "total_energy_ha": -1010.88639, "lumo_energy_ev": [-10.33, -11.16], "total_charge": 2, "spin_multiplicity": 1, "elements": ["C", "C", "C", "C", "C", "C", "C", "C", "C", "C", "C", "N", "N", "O", "S", "H", "H", "H", "H", "H", "H", "H", "H", "H", "H", "H", "H", "H", "H", "H", "H"], "positions_angstrom": [[3.71, -1.42, -0.82], [3.01, -0.57, -1.60], [2.87, -2.22, 0.06], [1.60, -0.46, -1.57], [1.50, -2.17, -0.04], [-2.25, 1.77, -0.29], [-2.90, 2.59, 0.75], [-0.61, 1.41, 1.28], [0.74, 2.15, 1.47], [-1.46, -2.00, -0.30], [-0.52, -1.14, -0.98], [0.78, -1.28, -0.91], [-1.14, 1.23, -0.05], [-2.62, -1.16, -0.09], [-1.79, 2.63, 2.18], [4.79, -1.56, -0.56], [3.61, -0.01, -2.30], [3.22, -2.90, 0.81], [1.16, 0.27, -2.27], [0.92, -2.91, 0.38], [-2.71, 1.63, -1.24], [-3.05, 3.67, 0.47], [-3.84, 2.19, 1.13], [-0.63, 0.37, 1.62], [1.26, 1.72, 2.43], [0.45, 3.18, 1.61], [1.33, 2.09, 0.54], [-1.28, -2.37, 0.73], [-1.65, -2.81, -0.97], [-1.03, -0.30, -1.56], [-3.47, -1.60, 0.11]], "mulliken_charge": [-0.19, -0.76, -0.59, 0.21, -0.07, -0.24, -0.51, -0.20, -1.10, -0.67, -0.06, 0.24, -0.10, -0.44, -0.06, 0.42, 0.43, 0.45, 0.44, 0.42, 0.47, 0.37, 0.32, 0.42, 0.29, 0.42, 0.31, 0.46, 0.40, 0.58, 0.32]}

=====

{"formula": "C8H7FN4O2", "method": "the ωB97M-V functional and the def2-TZVPD basis", "gap_ha": 0.299, "total_energy_ha": -778.34843, "lumo_energy_ev": -0.99, "total_charge": 0, "spin_multiplicity": 1, "elements": ["C", "C", "C", "C", "C", "C", "C", "C", "N", "N", "N", "N", "O", "O", "F", "H", "H", "H", "H", "H", "H", "H"], "positions_angstrom": [[-1.33, -2.32, 0.44], [-1.20, -2.17, -0.87], [-0.48, 2.12, 0.30], [-0.79, -1.11, 1.12], [-0.55, -0.86, -1.15], [0.25, 1.00, 0.32], [1.72, 0.98, 0.62], [2.49, 0.15, -0.41], [-1.82, 2.18, 0.05], [-3.44, 0.63, -0.46], [-2.58, 1.30, -0.20], [-0.36, -0.27, 0.10], [-0.74, -0.85, 2.29], [-0.24, -0.37, -2.20], [3.82, 0.47, -0.35], [-1.75, -3.14, 1.00], [-1.50, -2.84, -1.66], [-0.04, 3.08, 0.50], [2.10, 2.00, 0.60], [1.90, 0.57, 1.62], [2.41, -0.93, -0.22], [2.15, 0.37, -1.43]], "mulliken_charge": [-0.63, -0.59, -0.61, 0.43, 0.48, 0.58, -0.81, -0.21, -0.68, -0.68, 1.10, 0.43, -0.57, -0.55, -0.34, 0.48, 0.50, 0.45, 0.43, 0.28, 0.22, 0.29]}

=====

{"formula": "C6H16S4", "method": "the ωB97M-V functional and the def2-TZVPD basis", "gap_ha": 0.334, "total_energy_ha": -1830.93075, "lumo_energy_ev": 0.62, "smiles": "CCSSC.CCSSC", "total_charge": 0, "spin_multiplicity": 1, "elements": ["S", "S", "C", "C", "C", "H", "H", "H", "H", "H", "H", "H", "H", "S", "S", "C", "C", "C", "H", "H", "H", "H", "H", "H", "H", "H"], "positions_angstrom": [[-2.70, -3.13, 0.89], [-1.32, -4.54, 1.25], [-2.45, -1.59, 1.90], [0.21, -3.04, -0.69], [0.24, -3.81, 0.66], [-1.87, -0.88, 1.29], [-1.96, -1.70, 2.88], [-3.46, -1.17, 2.06], [0.00, -3.70, -1.55], [1.16, -2.52, -0.86], [-0.60, -2.29, -0.62], [0.97, -4.63, 0.54], [0.52, -3.23, 1.55], [-0.54, 4.25, -1.44], [-0.25, 2.97, 0.18], [0.95, 5.33, -1.65], [1.03, 0.52, 0.23], [0.89, 1.82, -0.59], [1.85, 4.73, -1.89], [1.17, 5.96, -0.77], [0.73, 5.99, -2.51], [1.40, 0.93, 1.18], [1.71, -0.29, -0.09], [0.03, 0.08, 0.40], [1.83, 2.39, -0.74], [0.49, 1.56, -1.60]], "mulliken_charge": [-0.11, -0.08, -0.53, -0.91, -0.45, -0.03, 0.28, 0.34, 0.33, 0.25, 0.25, 0.35, 0.28, -0.10, -0.12, -0.72, -0.83, -0.36, 0.24, 0.28, 0.29, 0.36, 0.27, 0.01, 0.31, 0.37]}

=====

{"formula": "C3H7NO2S", "method": "the ωB97M-V functional and the def2-TZVPD basis", "gap_ha": 0.360, "total_energy_ha": -721.88911, "lumo_energy_ev": 0.50, "smiles": "NC[C@H](O)C(=O)S", "total_charge": 0, "spin_multiplicity": 1, "elements": ["C", "C", "C", "N", "O", "O", "S", "H", "H", "H", "H", "H", "H", "H"], "positions_angstrom": [[1.65, 0.37, 0.23], [-0.85, -0.03, 0.76], [0.22, 0.84, -0.02], [-1.23, -1.25, 0.14], [2.43, 0.94, 0.98], [-0.01, 0.74, -1.49], [1.95, -1.24, -0.37], [-1.73, 0.66, 0.98], [-0.44, -0.35, 1.75], [0.15, 1.99, 0.24], [0.64, -1.27, -0.88], [-1.38, -1.02, -0.89], [-1.94, -1.73, 0.61], [0.53, 1.36, -2.03]], "mulliken_charge": [0.54, -0.47, -0.19, -0.51, -0.53, -0.52, -0.20, 0.29, 0.32, 0.27, 0.27, 0.21, 0.22, 0.32]}

=====

{"formula": "C6H8S", "method": "the ωB97M-V functional and the def2-TZVPD basis", "gap_ha": [0.278, 0.278], "total_energy_ha": -631.31883, "lumo_energy_ev": [0.57, 0.57], "total_charge": 0, "spin_multiplicity": 1, "elements": ["C", "C", "C", "C", "C", "C", "S", "H", "H", "H", "H", "H", "H", "H", "H"], "positions_angstrom": [[0.77, 0.17, 0.30], [0.22, -0.40, -0.85], [0.01, -0.04, 1.55], [-1.08, -1.04, -0.59], [-1.40, -0.61, 0.90], [1.27, 0.57, -1.03], [2.77, 0.73, -1.92], [0.48, -0.82, 2.02], [-0.15, 0.77, 2.25], [-1.88, -0.84, -1.26], [-0.80, -2.03, -0.62], [-1.97, -1.20, 1.51], [-2.05, 0.32, 0.77], [0.58, 2.49, -1.51], [3.24, 1.93, -1.50]], "mulliken_charge": [0.32, 0.58, -0.59, -0.61, -0.72, -1.02, -0.13, 0.29, 0.33, 0.38, 0.28, 0.49, 0.23, -0.01, 0.18]}

=====

{"formula": "C22H29NO7PPbS3", "method": "the ωB97M-V functional and the def2-TZVPD basis", "gap_ha": [0.305, 0.229], "total_energy_ha": -3165.41507, "lumo_energy_ev": [-6.24, -8.58], "s2": 0.77, "total_charge": 2, "spin_multiplicity": 2, "elements": ["Pb", "C", "C", "C", "C", "C", "C", "C", "S", "C", "O", "H", "H", "H", "H", "H", "H", "H", "H", "H", "H", "O", "C", "N", "S", "O", "O", "C", "C", "C", "C", "C", "C", "H", "H", "H", "H", "C", "C", "O", "P", "O", "C", "C", "O", "C", "C", "H", "H", "H", "H", "H", "H", "H", "H", "H", "H", "H", "H", "H", "H", "H", "S", "C"], "positions_angstrom": [[0.08, -0.50, -0.64], [1.13, -3.80, 6.14], [1.14, -2.52, 5.38], [2.13, -2.25, 4.42], [2.20, -1.03, 3.81], [1.27, -0.01, 4.16], [0.23, -0.30, 5.08], [0.17, -1.53, 5.66], [1.55, 1.51, 3.48], [0.44, 2.64, 4.32], [-1.42, 1.34, 1.85], [1.75, -4.56, 5.66], [0.11, -4.17, 6.26], [1.53, -3.63, 7.14], [2.86, -3.01, 4.18], [2.97, -0.82, 3.09], [-0.52, 0.45, 5.31], [-0.61, -1.75, 6.37], [-0.58, 2.46, 3.99], [0.76, 3.63, 4.02], [0.55, 2.53, 5.39], [1.41, -2.71, 1.04], [0.25, -2.79, 1.39], [-0.69, -1.85, 1.00], [-2.21, -2.20, 1.48], [-3.01, -2.59, 0.36], [-2.71, -1.12, 2.30], [-1.74, -3.61, 2.42], [-2.54, -4.47, 3.15], [-1.93, -5.59, 3.70], [-0.57, -5.84, 3.51], [0.22, -4.96, 2.78], [-0.38, -3.84, 2.24], [-3.60, -4.29, 3.27], [-2.53, -6.29, 4.27], [-0.14, -6.73, 3.94], [1.27, -5.15, 2.61], [-4.88, -0.98, -2.13], [-4.92, -0.31, -0.78], [-3.93, 0.76, -0.67], [-2.39, 0.74, -0.97], [-2.12, 1.03, -2.50], [-2.72, 2.15, -3.24], [-1.86, 2.43, -4.44], [-1.96, 2.12, -0.28], [-2.15, 2.31, 1.14], [-1.64, 3.69, 1.46], [-5.70, -1.70, -2.20], [-3.95, -1.52, -2.27], [-5.01, -0.25, -2.93], [-4.73, -1.02, 0.03], [-5.87, 0.20, -0.60], [-2.78, 3.01, -2.56], [-3.73, 1.85, -3.51], [-0.86, 2.73, -4.14], [-2.31, 3.23, -5.02], [-1.80, 1.55, -5.08], [-1.97, 0.56, 2.06], [-3.22, 2.20, 1.35], [-0.56, 3.72, 1.32], [-1.88, 3.94, 2.50], [-2.10, 4.42, 0.81], [-1.51, -3.24, -3.12], [-0.94, -2.22, -2.19]], "mulliken_charge": [0.98, -1.75, 0.80, -0.53, -0.74, 1.10, -0.36, -0.90, 0.20, -0.83, -0.21, 0.39, 0.40, 0.44, 0.40, 0.44, 0.41, 0.43, 0.10, 0.45, 0.47, -0.73, 0.09, -0.03, 1.22, -0.62, -0.85, 0.38, -0.73, -0.65, -0.72, -0.48, 0.33, 0.54, 0.46, 0.49, 0.57, -0.85, -0.07, -0.46, 0.86, -0.15, -0.06, -1.30, -0.39, 0.36, -1.58, 0.43, 0.05, 0.28, 0.13, 0.34, 0.28, 0.24, 0.32, 0.41, 0.32, 0.32, 0.38, 0.30, 0.36, 0.44, 0.06, 0.01]}

=====

{"formula": "C8H6Cl2NO4PtSbSe4", "method": "the ωB97M-V functional and the def2-TZVPD basis", "gap_ha": [0.200, 0.174], "total_energy_ha": -11549.97009, "lumo_energy_ev": [4.13, 3.34], "s2": 2.04, "total_charge": -2, "spin_multiplicity": 3, "elements": ["Pt", "O", "C", "O", "C", "C", "C", "C", "C", "N", "C", "O", "O", "H", "H", "H", "H", "Cl", "C", "Cl", "H", "H", "Se", "Sb", "Se", "Se", "Se"], "positions_angstrom": [[0.09, 0.08, 0.68], [0.77, -0.02, -3.36], [0.79, 0.18, -2.02], [-0.15, -0.37, -1.34], [1.79, 0.96, -1.41], [2.90, 1.65, -1.96], [3.72, 2.35, -1.12], [3.48, 2.40, 0.27], [2.39, 1.71, 0.76], [1.59, 1.03, -0.05], [1.92, 1.60, 2.21], [2.54, 2.17, 3.09], [0.85, 0.88, 2.38], [-0.01, -0.57, -3.51], [3.06, 1.60, -3.03], [4.57, 2.89, -1.53], [4.12, 2.94, 0.95], [-2.61, -1.96, -1.97], [-4.08, -2.96, -1.81], [-4.66, -3.06, -0.15], [-3.82, -3.96, -2.14], [-4.85, -2.51, -2.43], [-4.79, 0.12, 3.57], [-2.78, -1.35, 3.54], [-1.75, -1.19, 1.19], [-1.40, -0.96, 5.55], [-3.67, -3.66, 3.63]], "mulliken_charge": [0.48, -0.54, 0.56, -0.59, -0.08, -0.69, -0.14, -0.52, 0.21, -0.04, 0.40, -0.72, -0.55, 0.32, 0.42, 0.39, 0.47, -0.04, -0.40, -0.10, 0.26, 0.27, -0.40, 0.48, -0.11, -0.65, -0.68]}